The following is a quantum chemistry calculation of C5H11NO as an isolated structure in a non-equilibrium geometry, from OMol25.

Structure (XYZ):
```
18
Properties=species:S:1:pos:R:3:forces:R:3:nbo_charge:R:1
C -2.50919 -1.02962 0.49413 0.02 0.32 0.11 -0.42
N -1.29261 -0.24914 0.19180 0.66 0.50 -0.15 -0.65
C -0.33457 -0.86060 -0.48597 0.66 0.24 -0.25 0.59
O -0.18869 -1.98257 -0.97437 -0.51 0.16 0.32 -0.67
C 0.82631 0.10454 -0.65625 -0.02 1.38 0.41 -0.10
C 0.50787 1.82733 0.08618 0.81 -0.61 -0.55 -0.84
C 2.07962 -0.37302 0.03508 0.03 0.11 0.03 -0.65
H -3.40774 -0.56090 0.07777 0.20 0.05 0.06 0.19
H -2.65845 -1.14816 1.57356 0.10 0.13 -0.15 0.19
H -2.43109 -2.04279 0.05868 0.24 0.54 0.09 0.23
H -0.56248 0.86000 0.23549 -2.64 -2.08 0.46 0.45
H 0.96501 0.32373 -1.71958 0.03 0.10 0.26 0.22
H 0.86258 1.93710 1.12270 -0.03 -0.44 -0.42 0.24
H -0.29292 2.59264 -0.07082 0.10 -1.12 -0.22 0.27
H 1.28761 2.13766 -0.59083 0.40 0.55 0.04 0.26
H 2.92979 0.27903 -0.17592 -0.03 -0.08 0.11 0.21
H 1.90777 -0.42964 1.11480 0.11 0.03 -0.12 0.22
H 2.31117 -1.38561 -0.31644 -0.13 0.22 -0.04 0.26
```
Positions in Å, forces in eV/Å.

Results
Kohn-Sham gap ... 9.836 eV
Energy ... -326.99670 Ha

=====

The following is a quantum chemistry calculation of C28H29BrCdIN7S as an isolated structure, from OMol25.

Structure (XYZ):
```
68
Properties=species:S:1:pos:R:3:forces:R:3:nbo_charge:R:1
Cd -0.58800 -0.76523 0.29114 0.07 0.03 -0.10 1.69
C 0.03934 -0.24293 3.37459 0.00 -0.07 0.03 -0.27
N -0.55314 0.56391 2.31238 0.00 0.10 -0.06 -0.50
C -1.93551 0.93167 2.60034 -0.04 0.03 0.00 -0.27
C -2.73734 1.25533 1.35599 0.00 -0.01 0.02 0.22
C -3.77431 2.17300 1.40806 0.00 -0.01 0.00 -0.23
C -4.54813 2.38439 0.27870 0.01 0.01 -0.02 -0.11
C -4.25053 1.68664 -0.88298 0.01 0.02 0.00 -0.24
C -3.18533 0.80949 -0.86397 0.01 0.02 0.01 0.06
N -2.45021 0.58829 0.23239 -0.07 -0.06 0.04 -0.61
C 0.27654 1.71347 1.93764 -0.01 0.00 0.03 -0.28
C 1.54472 1.27025 1.24213 0.00 0.00 0.00 0.21
C 2.74531 1.93042 1.44000 0.00 0.01 -0.01 -0.24
C 3.87644 1.48352 0.77561 0.00 0.01 0.00 -0.11
C 3.77691 0.38921 -0.06941 -0.01 -0.01 0.00 -0.25
C 2.54373 -0.21199 -0.22639 0.01 -0.02 -0.02 0.07
N 1.45359 0.21880 0.41865 0.01 -0.01 -0.01 -0.61
C -0.35169 -1.70586 3.29199 0.04 0.02 0.02 0.21
C -0.37102 -2.48824 4.43550 -0.03 0.00 0.00 -0.23
C -0.63132 -3.84340 4.32210 -0.01 -0.03 -0.03 -0.11
C -0.87435 -4.38146 3.06583 0.00 0.02 0.04 -0.24
C -0.85294 -3.53482 1.97635 -0.02 0.02 0.02 0.06
N -0.59683 -2.22524 2.08371 0.00 -0.02 0.06 -0.60
H -0.21000 0.14772 4.36746 0.00 0.00 -0.01 0.22
H 1.12698 -0.18599 3.28294 0.00 -0.01 -0.02 0.24
H -1.99267 1.77590 3.29738 0.00 0.00 0.00 0.22
H -2.41104 0.08019 3.09671 0.00 0.00 -0.01 0.24
H -3.97340 2.70891 2.32651 0.00 0.00 0.00 0.24
H -5.36627 3.09191 0.30122 0.00 0.00 0.00 0.25
H -4.81765 1.83249 -1.79110 0.00 0.00 0.00 0.25
H -2.88902 0.27282 -1.75702 0.00 -0.01 -0.01 0.21
H 0.52866 2.33549 2.80418 0.00 -0.01 0.01 0.21
H -0.30314 2.33634 1.24932 0.01 0.00 0.01 0.25
H 2.79131 2.77682 2.11211 0.00 0.00 0.00 0.24
H 4.82625 1.98027 0.92306 0.00 0.00 0.00 0.24
H 4.63714 0.00420 -0.59809 0.00 0.00 0.00 0.25
H 2.40151 -1.06184 -0.88329 0.00 0.01 0.00 0.23
H -0.18096 -2.03734 5.40045 0.01 0.00 0.00 0.24
H -0.64685 -4.47258 5.20188 0.00 0.00 0.00 0.25
H -1.08153 -5.43338 2.93348 0.00 0.00 0.00 0.25
H -1.04354 -3.90352 0.97550 0.01 0.00 0.00 0.21
C 1.61121 -2.65588 -4.98123 0.00 -0.01 0.00 -0.60
C 1.41398 -3.64510 -3.82908 -0.01 -0.01 0.00 -0.46
C 0.25468 -3.25589 -2.97146 0.03 -0.04 0.02 0.10
N 0.32993 -2.47641 -1.95454 0.00 0.03 -0.01 -0.29
N -0.90173 -2.20955 -1.38901 -0.01 -0.05 0.01 -0.55
C -1.89626 -2.81669 -1.99190 0.02 -0.05 0.04 0.25
N -3.17882 -2.73008 -1.59873 -0.01 0.03 -0.02 -0.78
S -1.37543 -3.77605 -3.32478 -0.02 0.05 -0.05 0.43
H 2.46779 -2.95081 -5.58435 0.00 0.00 0.00 0.24
H 1.78829 -1.65056 -4.59807 0.00 0.00 0.00 0.21
H 0.73714 -2.62654 -5.63272 0.00 0.00 0.00 0.22
H 2.29684 -3.67557 -3.19061 0.00 0.02 0.00 0.24
H 1.25879 -4.65305 -4.21574 0.01 -0.01 0.01 0.24
H -3.43256 -2.13439 -0.82926 0.00 -0.01 0.01 0.41
H -3.91578 -3.17675 -2.11471 0.00 -0.01 0.00 0.43
Br -1.21985 3.74445 -0.96839 0.00 0.01 -0.01 0.08
C 0.63491 3.69697 -1.34259 0.03 -0.01 -0.01 -0.14
C 1.41145 4.74502 -0.86678 -0.01 0.01 0.00 -0.24
C 2.76676 4.78712 -1.15214 0.00 0.00 0.00 -0.14
C 3.34661 3.78537 -1.91530 0.00 -0.01 0.00 -0.21
C 2.57440 2.73347 -2.38235 0.00 0.01 0.01 -0.23
C 1.21551 2.68047 -2.09414 0.00 0.04 0.00 -0.19
I 0.13216 1.07596 -2.87466 -0.02 0.02 0.02 0.18
H 0.94457 5.53583 -0.29582 0.00 0.00 0.00 0.24
H 3.36153 5.61650 -0.79391 0.00 0.00 0.00 0.23
H 4.39932 3.82590 -2.16159 0.00 0.00 0.00 0.24
H 3.02291 1.95859 -2.98919 0.00 0.00 0.00 0.24
```
Positions in Å, forces in eV/Å.

Results
Kohn-Sham gap ... 8.852 eV
Energy ... -4904.92300 Ha
Charge ... +2

=====

ΔE to the lowest compared entry with this formula, charge and spin readings, ordered: 84.49, 0.41 kcal/mol